Formula: C24H69N6O11S
Source: the Open Molecules 2025 dataset
Level of theory: wB97M-V/def2-TZVPD

Calculated values
LUMO ... 0.063 Eh
Frontier orbital gap ... 7.9 eV
HOMO ... -6.175 eV
Relative energy (zero: lowest compared OMol25 entry of this formula, charge and spin) ... 0.000 eV
Total energy ... -68304.2740 eV
Total charge ... -1

Geometry (Å):
O1 -1.557 -3.064 -1.049
H1 -1.411 -1.997 -0.687
H2 -1.732 -3.677 -0.312
H3 -2.255 -3.133 -1.724
S1 0.009 -0.063 -0.448
O2 0.553 0.324 0.868
O3 -1.344 -0.750 -0.299
O4 -0.118 1.032 -1.416
O5 0.928 -1.101 -1.007
C1 1.614 -3.570 3.828
C2 0.815 -3.024 2.630
C3 -0.542 -2.448 2.999
O6 -1.499 -3.473 3.153
C4 -2.817 -2.997 3.043
N1 1.665 -2.050 1.901
H4 1.912 -2.732 4.458
H5 2.467 -4.080 3.374
H6 1.103 -4.363 4.381
H7 0.637 -3.908 1.994
H8 -0.867 -1.707 2.256
H9 -0.416 -1.893 3.951
H10 -3.542 -3.775 3.268
H11 -2.999 -2.584 2.042
H12 -2.977 -2.160 3.745
H13 1.539 -2.257 0.901
H14 1.179 -1.114 1.844
C5 1.699 -5.394 -3.195
C6 1.493 -4.275 -2.172
C7 2.820 -3.863 -1.561
O7 3.485 -4.909 -0.870
C8 2.796 -5.367 0.240
N2 0.854 -3.175 -2.881
H15 2.125 -5.081 -4.153
H16 0.865 -6.076 -3.329
H17 2.554 -5.993 -2.820
H18 0.808 -4.680 -1.422
H19 2.740 -2.939 -0.980
H20 3.480 -3.595 -2.395
H21 3.471 -5.968 0.848
H22 1.910 -5.949 -0.043
H23 2.434 -4.577 0.919
H24 0.775 -2.351 -2.218
H25 1.476 -2.822 -3.609
C9 0.610 1.067 -5.782
C10 1.352 0.065 -4.904
C11 2.581 -0.466 -5.587
O8 3.179 -1.425 -4.759
C12 4.271 -2.039 -5.345
N3 1.701 0.761 -3.671
H26 -0.243 1.479 -5.231
H27 0.168 0.543 -6.641
H28 1.163 1.956 -6.092
H29 0.630 -0.748 -4.735
H30 3.279 0.338 -5.859
H31 2.195 -0.888 -6.537
H32 5.043 -1.303 -5.593
H33 3.996 -2.555 -6.278
H34 4.623 -2.796 -4.650
H35 0.840 1.040 -3.171
H36 1.989 0.021 -3.013
C13 -5.661 1.522 0.301
C14 -4.197 1.152 0.171
C15 -3.405 1.950 1.201
O9 -3.546 3.333 0.896
C16 -3.085 4.228 1.859
N4 -4.099 -0.292 0.423
H37 -5.845 2.581 0.485
H38 -6.015 1.004 1.203
H39 -6.264 1.204 -0.546
H40 -3.788 1.428 -0.803
H41 -2.334 1.691 1.217
H42 -3.828 1.697 2.200
H43 -3.290 5.245 1.524
H44 -1.984 4.195 1.925
H45 -3.473 4.042 2.868
H46 -3.094 -0.565 0.453
H47 -4.454 -0.445 1.367
C17 0.458 4.431 -3.120
C18 -0.099 4.632 -1.717
C19 -0.637 5.999 -1.411
O10 0.427 6.958 -1.501
C20 -0.001 8.275 -1.533
N5 -1.292 3.728 -1.585
H48 0.963 3.472 -3.190
H49 1.067 5.309 -3.380
H50 -0.291 4.461 -3.925
H51 0.700 4.345 -1.018
H52 -1.080 6.132 -0.414
H53 -1.399 6.237 -2.172
H54 -0.483 8.522 -2.483
H55 0.866 8.893 -1.303
H56 -0.696 8.461 -0.694
H57 -1.686 3.753 -0.643
H58 -0.896 2.767 -1.593
C21 2.299 1.391 5.852
C22 1.476 0.592 4.859
C23 0.016 0.984 4.917
O11 -0.503 0.519 6.170
C24 -1.885 0.269 6.195
N6 2.041 0.710 3.490
H59 2.366 2.435 5.535
H60 3.323 1.011 5.912
H61 1.887 1.338 6.862
H62 1.491 -0.476 5.137
H63 -0.582 0.472 4.146
H64 -0.151 2.062 4.825
H65 -2.127 -0.088 7.199
H66 -2.186 -0.529 5.498
H67 -2.475 1.178 6.012
H68 1.345 0.457 2.757
H69 2.599 -0.146 3.367

***

Formula: C24H70O12V2
Source: the Open Molecules 2025 dataset
Level of theory: wB97M-V/def2-TZVPD

Calculated values
LUMO (spin up / spin down) ... -0.293 / -0.241 Eh
Frontier orbital gap (spin up / spin down) ... 4.5 / 7.2 eV
HOMO (spin up / spin down) ... -12.453 / -13.718 eV
2S+1 ... 7
<S²> ... 12.08
Total energy ... -101945.3871 eV
Total charge ... +2

Geometry (Å):
V1 -0.196 1.706 -13.727
V2 -0.186 0.323 -10.366
O1 -2.837 3.182 -11.143
H1 -2.367 3.107 -11.977
H2 -2.513 2.606 -10.447
H3 -2.931 4.102 -10.884
O2 3.407 0.929 -12.358
H4 4.160 0.437 -12.693
H5 2.832 0.350 -11.851
H6 2.881 1.312 -13.064
C1 2.059 3.516 -16.128
C2 2.637 2.167 -15.547
C3 4.173 2.325 -15.443
O3 1.953 1.889 -14.353
H7 1.076 3.412 -16.588
H8 2.750 4.080 -16.754
H9 1.902 4.209 -15.301
H10 2.371 1.476 -16.347
H11 4.431 3.291 -15.009
H12 4.659 2.047 -16.378
H13 4.675 1.692 -14.710
C4 -2.029 4.402 -15.883
C5 -2.519 4.206 -14.420
C6 -4.005 3.753 -14.392
O4 -1.754 3.399 -13.615
H14 -2.395 5.304 -16.372
H15 -2.289 3.553 -16.514
H16 -0.939 4.380 -15.857
H17 -2.506 5.200 -13.972
H18 -4.568 4.387 -15.077
H19 -4.490 3.516 -13.445
H20 -4.032 2.869 -15.029
C7 2.276 3.607 -10.763
C8 0.774 3.648 -11.000
C9 0.279 4.878 -11.683
O5 0.287 2.423 -11.459
H21 2.773 3.500 -11.727
H22 2.497 2.799 -10.065
H23 2.697 4.537 -10.380
H24 0.448 3.937 -10.001
H25 -0.778 5.138 -11.637
H26 0.681 4.895 -12.696
H27 0.734 5.750 -11.214
C10 -1.992 -2.291 -12.146
C11 -2.219 -0.907 -12.786
C12 -3.636 -0.391 -12.528
O6 -1.163 0.020 -12.490
H28 -0.933 -2.553 -12.141
H29 -2.566 -3.116 -12.569
H30 -2.313 -2.364 -11.107
H31 -2.299 -1.085 -13.858
H32 -4.339 -1.203 -12.711
H33 -3.987 0.499 -13.050
H34 -3.963 0.075 -11.598
C13 2.699 -0.388 -7.234
C14 2.164 1.053 -7.572
O7 0.983 0.992 -8.318
H35 1.906 -1.071 -6.928
H36 3.387 -0.461 -6.391
H37 3.305 -0.653 -8.100
H38 2.870 1.823 -7.885
H39 1.938 1.327 -6.542
H40 0.280 1.452 -7.853
C15 -5.537 5.571 -10.033
C16 -4.409 6.554 -10.094
O8 -3.188 5.786 -10.200
H41 -5.615 4.843 -10.841
H42 -6.499 6.081 -10.027
H43 -5.564 4.974 -9.121
H44 -4.211 7.060 -9.149
H45 -4.471 7.279 -10.905
H46 -2.465 6.400 -10.046
C17 -1.952 8.776 -12.283
C18 -0.693 8.421 -11.483
O9 -1.076 8.038 -10.168
H47 -1.651 9.198 -13.242
H48 -2.798 9.311 -11.851
H49 -2.356 7.808 -12.579
H50 0.006 9.257 -11.489
H51 -0.032 7.694 -11.955
H52 -0.920 8.887 -9.747
C19 1.706 4.872 -7.440
C20 1.855 5.260 -5.988
O10 3.130 4.851 -5.444
H53 2.494 5.338 -8.031
H54 0.782 5.282 -7.848
H55 1.830 3.801 -7.600
H56 1.072 4.782 -5.399
H57 1.755 6.336 -5.849
H58 3.113 5.228 -4.561
C21 3.555 6.594 -12.776
C22 4.377 6.270 -14.064
O11 5.209 7.382 -14.379
H59 4.210 6.850 -11.944
H60 2.982 5.686 -12.586
H61 2.934 7.478 -12.926
H62 3.701 6.042 -14.888
H63 5.000 5.413 -13.808
H64 4.673 8.093 -14.739
C23 0.384 6.903 -17.017
C24 -0.362 7.769 -15.921
O12 0.412 7.933 -14.785
H65 0.864 6.028 -16.578
H66 1.110 7.545 -17.516
H67 -0.304 6.711 -17.840
H68 -1.364 7.485 -15.598
H69 -0.356 8.807 -16.255
H70 0.377 7.047 -14.417